[1]
Below is C24H30N3S4SbSiTc as an isolated structure, with properties calculated with ωB97M-V/def2-TZVPD.

Summary:
Total charge ... +3
Gap between HOMO and LUMO ... 6.31 eV
HOMO level ... -16.52 eV

Last column: Löwdin charge in e.
Atoms and positions in Å:
1 Tc 0.657 0.323 1.199  0.9970
2 C 2.594 0.934 3.596  -0.1209
3 C 2.378 2.271 2.909  -0.1490
4 N 1.089 2.285 2.211  -0.1343
5 C -0.126 2.641 3.072  -0.0999
6 C -1.341 1.968 2.477  -0.1383
7 N -1.019 0.527 2.350  -0.2287
8 C -0.931 -0.280 3.600  -0.1459
9 C 0.445 -0.156 4.250  -0.1607
10 N 1.505 -0.053 3.214  -0.1685
11 H 2.729 0.960 4.703  0.1551
12 H 3.509 0.570 3.177  0.1169
13 H 3.089 2.401 2.100  0.1248
14 H 2.291 3.099 3.660  0.1570
15 H 1.183 2.958 1.452  0.0913
16 H -0.189 3.711 3.176  0.1437
17 H -0.016 2.194 4.069  0.1121
18 H -1.566 2.359 1.512  0.0988
19 H -2.191 2.103 3.145  0.1517
20 H -1.832 0.136 1.875  0.0795
21 H -1.217 -1.334 3.351  0.1379
22 H -1.694 0.035 4.326  0.1475
23 H 0.508 -1.048 4.902  0.1540
24 H 0.461 0.700 4.919  0.1138
25 H 2.020 -0.959 3.174  0.0993
26 S 2.868 -1.986 -0.478  0.0709
27 Sb 3.753 -4.638 -0.493  0.8140
28 S -0.597 -1.610 0.338  0.4971
29 S 1.473 -1.821 0.867  0.0261
30 S 3.127 -4.857 1.554  -0.0433
31 C 1.652 -3.211 -4.820  -0.0284
32 C 1.194 -3.909 -3.692  -0.0681
33 C 0.563 -3.206 -2.690  -0.1251
34 C 0.350 -1.804 -2.831  -0.3376
35 C 0.837 -1.150 -3.963  -0.0772
36 C 1.477 -1.853 -4.976  -0.0331
37 Si -0.582 -0.758 -1.702  0.4891
38 C -2.416 -0.791 -1.920  -0.2978
39 C -2.919 -1.263 -3.174  -0.0533
40 C -4.284 -1.345 -3.376  -0.0296
41 C -5.201 -0.982 -2.369  -0.0246
42 C -4.722 -0.572 -1.136  -0.0506
43 C -3.334 -0.433 -0.919  -0.1206
44 C 0.210 0.897 -1.184  -0.3386
45 C -0.616 2.006 -0.894  -0.0947
46 C -0.046 3.293 -0.933  -0.0079
47 C 1.362 3.405 -0.943  -0.0385
48 C 2.161 2.301 -0.862  -0.0796
49 C 1.619 1.062 -1.029  -0.1964
50 H 2.102 -3.757 -5.662  0.1341
51 H 1.355 -4.952 -3.603  0.1032
52 H 0.217 -3.667 -1.733  0.1095
53 H 0.771 -0.054 -3.986  0.1190
54 H 1.797 -1.351 -5.818  0.1000
55 H -2.175 -1.568 -3.888  0.0977
56 H -4.727 -1.666 -4.302  0.1188
57 H -6.279 -1.018 -2.477  0.1269
58 H -5.434 -0.312 -0.383  0.1087
59 H -2.948 -0.041 0.024  0.0623
60 H -1.683 2.048 -1.103  0.1249
61 H -0.627 4.213 -0.941  0.1360
62 H 1.835 4.375 -1.076  0.1384
63 H 3.204 2.413 -0.834  0.1223
64 H 2.327 0.213 -1.011  0.0121

Cartesian forces, eV/Å:
0.832 1.261 0.287
-0.242 -0.425 0.322
-1.176 0.907 1.026
-1.528 -0.414 -0.876
0.894 -0.822 -0.228
0.571 0.375 1.217
-1.239 -0.908 0.141
-0.447 -0.254 0.580
-1.122 -0.895 0.378
1.028 -0.916 0.085
-0.301 0.135 -0.851
0.605 -0.613 -0.002
0.516 0.436 0.473
0.958 -0.443 -0.757
-0.307 0.226 0.205
-0.220 0.388 -0.016
0.398 0.593 -0.369
-0.327 0.189 -0.737
-0.170 -0.011 -0.066
0.098 -0.096 -0.168
0.577 0.834 -0.042
0.078 0.088 -0.190
0.617 0.378 -0.321
0.283 -0.083 -0.054
-0.790 0.791 0.200
0.581 0.046 -1.096
-0.289 0.465 0.312
0.893 -0.830 0.311
-0.835 -0.450 0.828
0.044 -0.495 0.155
0.005 -0.784 -0.897
0.183 1.126 -0.088
-0.765 0.843 1.055
0.874 -0.848 -0.436
0.102 0.442 0.459
-0.780 -0.659 1.904
-0.814 0.210 0.500
-0.613 0.159 -0.705
0.266 0.336 1.457
-0.924 0.261 0.256
0.952 -0.135 0.193
1.119 0.351 -0.066
-0.405 -0.216 -0.464
-0.141 -0.583 0.517
0.350 1.102 -1.786
1.724 0.019 0.731
-1.492 1.618 -0.199
-0.115 0.075 -0.247
-0.387 -1.564 0.342
-0.089 0.127 0.591
0.064 -0.854 -0.027
0.246 0.043 -1.063
-0.095 -0.351 -0.404
0.743 0.848 -1.694
-0.203 -0.126 -0.559
0.300 -0.182 -0.389
0.183 -0.174 -0.422
-0.150 0.142 0.486
-0.299 -0.051 0.004
-0.104 -0.830 0.473
-0.155 -0.339 -0.041
-0.204 0.012 0.253
1.326 0.118 0.155
-0.680 0.405 -0.637

***

[2]
Below is one molecule with the formula C24H30N4O2S, with properties calculated with ωB97M-V/def2-TZVPD.

Summary:
Total charge ... 0
Gap between HOMO and LUMO ... 8.30 eV
Structure (SMILES) ... Cc1ccccc1CN1C[C@@H]2C[C@@H](c3cnc(N4CCOCC4)s3)N3CCC[C@@]23C1=O
HOMO level ... -7.77 eV

Last column: Löwdin charge in e.
Atoms and positions in Å:
1 C -5.746 -2.437 -1.547  -0.0468
2 C -4.680 -2.523 -0.494  -0.2312
3 C -4.104 -3.754 -0.201  -0.0502
4 C -3.115 -3.878 0.758  -0.0849
5 C -2.689 -2.760 1.454  -0.0812
6 C -3.256 -1.531 1.178  -0.0337
7 C -4.245 -1.398 0.209  -0.1672
8 C -4.762 -0.005 -0.065  -0.0778
9 N -3.667 0.860 -0.443  -0.0348
10 C -2.943 0.626 -1.667  -0.0855
11 C -1.749 1.593 -1.628  -0.1744
12 C -0.398 0.881 -1.653  -0.0901
13 C -0.193 0.518 -0.172  -0.3027
14 C 1.192 0.130 0.194  -0.4570
15 C 1.582 -0.799 1.101  -0.1677
16 N 2.916 -0.977 1.264  0.0560
17 C 3.600 -0.194 0.499  -0.5850
18 N 4.947 -0.085 0.522  -0.1253
19 C 5.704 -1.131 1.186  -0.1234
20 C 6.122 -2.188 0.158  -0.1806
21 O 6.842 -1.607 -0.909  -0.1306
22 C 6.083 -0.616 -1.564  -0.1851
23 C 5.674 0.494 -0.586  -0.1514
24 S 2.613 0.852 -0.530  1.0940
25 N -0.707 1.667 0.572  -0.0221
26 C 0.217 2.735 0.916  -0.1825
27 C -0.702 3.941 1.053  -0.1449
28 C -1.633 3.764 -0.145  -0.0848
29 C -1.801 2.243 -0.224  -0.3014
30 C -3.116 1.761 0.393  -0.4011
31 O -3.587 2.116 1.451  0.0855
32 H -5.940 -3.421 -1.968  0.0749
33 H -5.443 -1.774 -2.357  0.0786
34 H -6.676 -2.057 -1.126  0.0856
35 H -4.436 -4.631 -0.739  0.1066
36 H -2.682 -4.846 0.962  0.1010
37 H -1.921 -2.846 2.208  0.1007
38 H -2.933 -0.652 1.717  0.1190
39 H -5.188 0.425 0.847  0.1369
40 H -5.518 0.005 -0.853  0.1190
41 H -2.617 -0.421 -1.718  0.1284
42 H -3.597 0.820 -2.525  0.1298
43 H -1.833 2.338 -2.420  0.1429
44 H -0.383 0.009 -2.304  0.1253
45 H 0.388 1.568 -1.972  0.0982
46 H -0.846 -0.333 0.081  0.1430
47 H 0.910 -1.400 1.686  0.1135
48 H 5.081 -1.571 1.962  0.1161
49 H 6.593 -0.672 1.628  0.1301
50 H 6.788 -2.927 0.606  0.1267
51 H 5.222 -2.692 -0.225  0.1300
52 H 6.717 -0.222 -2.360  0.1276
53 H 5.178 -1.063 -2.005  0.1286
54 H 5.059 1.243 -1.087  0.0857
55 H 6.572 0.973 -0.184  0.1325
56 H 0.739 2.484 1.841  0.1264
57 H 0.964 2.921 0.128  0.0930
58 H -0.164 4.886 1.041  0.1106
59 H -1.278 3.858 1.973  0.1163
60 H -2.588 4.267 -0.008  0.1223
61 H -1.161 4.138 -1.056  0.1186

Cartesian forces, eV/Å:
0.013 0.022 0.037
0.032 0.030 0.088
0.037 -0.047 0.024
0.017 -0.082 -0.002
0.054 0.013 0.052
-0.041 -0.027 -0.031
-0.016 -0.105 -0.021
-0.061 0.117 0.140
-0.188 -0.245 -0.246
-0.017 -0.097 -0.243
0.041 -0.001 -0.007
-0.137 0.022 0.202
-0.114 -0.176 -0.142
0.127 -0.208 0.139
-0.394 0.481 -0.500
0.652 -0.512 0.404
-0.606 0.608 -0.394
0.427 0.043 0.094
0.155 -0.391 -0.035
-0.156 0.030 0.378
0.163 0.031 -0.048
-0.100 0.337 -0.023
0.129 -0.210 -0.335
0.078 -0.519 0.357
-0.127 0.021 0.010
0.161 0.217 0.206
0.074 -0.070 -0.040
-0.045 -0.076 0.182
-0.264 0.175 -0.080
0.113 0.299 -0.253
-0.030 0.118 0.418
-0.037 -0.025 -0.048
-0.062 0.046 -0.091
-0.098 0.032 -0.074
-0.037 -0.072 -0.063
0.035 -0.080 0.016
0.064 -0.009 0.080
0.060 0.129 0.094
-0.045 -0.029 -0.151
-0.002 -0.003 0.092
-0.009 0.020 -0.032
0.081 -0.082 0.024
-0.034 -0.016 0.066
0.054 -0.029 -0.074
0.022 0.025 -0.051
0.137 0.026 -0.131
-0.249 -0.087 0.067
0.116 0.027 -0.004
-0.031 -0.065 0.020
-0.096 -0.004 0.017
0.072 0.010 0.034
-0.089 0.012 -0.008
0.064 0.045 0.006
0.106 0.051 0.007
-0.070 0.045 -0.093
0.094 0.083 -0.099
-0.027 0.061 0.080
0.020 0.035 0.039
0.005 0.034 0.051
-0.021 0.041 -0.070
0.000 -0.018 -0.034

***

The records above yield max |F| values of 2.21; 0.94 eV/A, respectively.
The records above yield E_tot values of -3299.16725; -1700.26002 a.u., respectively.